C4H8N3P | the ωB97M-V functional and the def2-TZVPD basis

Bonds (Å) are listed after each position.
Atoms and positions in Å:
1 C -2.6439 0.4717 -0.3287  N5 1.300, N7 1.378, H9 0.987
2 C -0.5735 0.3468 -1.0349  N6 1.306, N7 1.356, P8 1.795
3 C -1.0416 1.3499 1.3068  N7 1.467, H10 1.072, H11 1.195, H12 1.091
4 C 1.6649 -1.3843 -1.0028  P8 1.915, H13 1.086, H14 1.024, H15 1.030
5 N -2.7107 0.1398 -1.5836  C1 1.300, N6 1.356
6 N -1.4182 0.0421 -1.9827  C2 1.306, N5 1.356
7 N -1.3309 0.6547 0.0473  C1 1.378, C2 1.356, C3 1.467
8 P 1.2038 0.4569 -1.2584  C2 1.795, C4 1.915, H16 1.387
9 H -3.3974 0.6127 0.2935  C1 0.987
10 H -1.6788 0.9484 2.0690  C3 1.072
11 H 0.0876 1.2346 1.6812  C3 1.195
12 H -1.3304 2.3949 1.1880  C3 1.091
13 H 1.6633 -1.5958 0.0626  C4 1.086
14 H 2.6663 -1.4261 -1.2142  C4 1.024
15 H 1.2936 -1.9836 -1.7537  C4 1.030
16 H 1.1581 0.4321 -2.6446  P8 1.387

The energy above the lowest of the compared OMol25 structures with the same formula, charge and spin is 6.0 kcal per mole. The value obtained for the calculated total energy is -18034.9417 eV. The structure (SMILES) is CPc1nncn1C. Its gap between HOMO and LUMO is 9.961 eV.

C4H8N3S | the ωB97M-V functional and the def2-TZVPD basis

Bonds (Å) are listed after each position.
Atoms and positions in Å:
1 C -1.8466 1.0621 -0.1316  C3 1.405, N5 1.156
2 C -0.3587 -0.7311 -0.6245  C3 1.550, N6 1.442, H9 1.142, H10 1.214
3 C -1.8363 -0.2623 -0.6008  C1 1.405, C2 1.550, S8 1.863, H11 1.084
4 C 0.9398 0.6359 1.0508  N6 1.304, N7 1.319, H12 1.137
5 N -1.6274 2.0882 0.3537  C1 1.156
6 N 0.3858 -0.4458 0.5776  C2 1.442, C4 1.304, H13 1.118
7 N 1.3053 1.7526 0.4514  C4 1.319, H14 0.960, H15 0.976
8 S -2.7417 -1.3986 0.5657  C3 1.863, H16 1.354
9 H -0.2906 -1.8544 -0.8189  C2 1.142
10 H 0.1669 -0.2942 -1.6277  C2 1.214
11 H -2.2310 -0.3385 -1.6076  C3 1.084
12 H 1.2079 0.5516 2.1527  C4 1.137
13 H 0.5452 -1.3908 1.1525  N6 1.118
14 H 1.7286 2.5297 0.8240  N7 0.960
15 H 1.0337 1.9129 -0.4719  N7 0.976
16 H -3.8747 -0.6860 0.7683  S8 1.354

The energy above the lowest of the compared OMol25 structures with the same formula, charge and spin is 41.1 kcal per mole. The value obtained for the calculated total energy is -19575.4729 eV. The structure (SMILES) is N#C[C@H](S)CNC=[NH2+]. Its gap between HOMO and LUMO is 9.672 eV. As for the total charge: +1.

C4H8N4 | the ωB97M-V functional and the def2-TZVPD basis

Bonds (Å) are listed after each position.
Atoms and positions in Å:
1 C -2.6984 -0.2855 0.1507  C2 1.355, N5 1.313, H9 1.142
2 C -1.6187 -0.0517 -0.6345  C1 1.355, N7 1.328, H10 1.164
3 C 1.3818 0.6241 -1.2379  N8 1.431, H11 1.098, H12 1.118, H13 1.071
4 C 1.5412 -0.2429 1.0596  N8 1.390, H14 1.106, H15 1.043, H16 1.140
5 N -2.2699 -0.4561 1.3804  C1 1.313, N6 1.285
6 N -0.9915 -0.5071 1.5030  N5 1.285, N7 1.475
7 N -0.5443 -0.2329 0.1249  C2 1.328, N6 1.475, N8 1.456
8 N 0.8816 -0.1756 -0.1617  C3 1.431, C4 1.390, N7 1.456
9 H -3.8086 -0.3182 -0.1153  C1 1.142
10 H -1.5034 0.0975 -1.7827  C2 1.164
11 H 0.6063 0.7198 -2.0088  C3 1.098
12 H 1.7836 1.6132 -0.9051  C3 1.118
13 H 2.2357 0.0829 -1.5901  C3 1.071
14 H 0.9677 -0.9673 1.6683  C4 1.106
15 H 2.4914 -0.6537 0.9359  C4 1.043
16 H 1.5455 0.7536 1.6133  C4 1.140

The energy above the lowest of the compared OMol25 structures with the same formula, charge and spin is 84.5 kcal per mole. The value obtained for the calculated total energy is -10234.5790 eV. The structure (SMILES) is CN(C)n1ccnn1. Its gap between HOMO and LUMO is 9.344 eV.

C4H8N4 | the ωB97M-V functional and the def2-TZVPD basis

Bonds (Å) are listed after each position.
Atoms and positions in Å:
1 C 2.9507 1.1015 0.8690  C2 1.580, H5 1.115, H6 1.212, H7 1.228
2 C 1.6571 0.3782 0.3221  C1 1.580, H8 1.266, N13 1.355
3 C -0.1412 -0.3709 -1.1443  H9 1.067, N14 1.280, N15 1.325
4 C -1.6549 -0.3405 0.8374  H11 1.270, N14 1.566, N16 1.455
5 H 3.4112 1.6328 0.0037  C1 1.115
6 H 3.6251 0.1429 1.1757  C1 1.212
7 H 2.7268 1.9495 1.7283  C1 1.228
8 H 1.5929 -0.7174 -0.3088  C2 1.266
9 H 0.4039 0.3521 -1.7081  C3 1.067
10 H -0.4239 -1.5485 -2.6863  N15 1.071
11 H -1.7639 -0.1956 2.0941  C4 1.270
12 H -3.5877 -0.5102 0.9930  N16 1.264
13 N 0.4332 0.8751 0.6250  C2 1.355, N14 1.285
14 N -0.3768 0.0730 0.0325  C3 1.280, C4 1.566, N13 1.285
15 N -0.4737 -1.5640 -1.6163  C3 1.325, H10 1.071
16 N -2.8478 -0.2007 0.0164  C4 1.455, H12 1.264

The energy above the lowest of the compared OMol25 structures with the same formula, charge and spin is 176.3 kcal per mole. The value obtained for the calculated total energy is -10230.5963 eV. The structure (SMILES) is [H]/N=C/N(/C=N/[H])/N=C/C. Its gap between HOMO and LUMO is 8.203 eV.

no.,largest force on an atom (hartree/bohr)
1,0.09173
2,0.07825
3,0.08406
4,0.19081